--- A ---
This record from the OMol25 dataset describes a cluster of 2 separate species, C4H6N2S in total. The level of theory is ωB97M-V with the def2-TZVPD basis set.

Each line ends with the Mulliken charge.
Positions of all 13 atoms, in Å:
C: -0.18228 -1.66410 -0.02729  -0.539
C: 1.11283 -1.32664 -0.01328  -0.383
C: -0.95091 -0.48802 0.15818  0.259
C: 1.23631 0.15538 0.01265  -0.459
N: -0.19248 0.55661 -0.07786  0.352
N: -0.43346 1.91466 -0.05552  -0.964
S: -3.28185 0.51395 0.14322  -0.355
H: -0.52370 -2.62275 -0.08396  0.459
H: 1.83321 -2.11219 -0.11893  0.382
H: 1.77730 0.47137 0.84616  0.344
H: 1.73702 0.43948 -0.81363  0.323
H: -0.89668 2.25350 0.78400  0.303
H: -1.23529 1.90875 -0.75374  0.278

Properties
**E_HOMO**: -7.94 eV
**Orbital gap**: 7.282 eV
**Charge**: 0
**Spin multiplicity**: 1


--- B ---
This record from the OMol25 dataset describes a structure of composition C4H6N2S. The level of theory is ωB97M-V with the def2-TZVPD basis set.

Each line ends with the Mulliken charge.
Positions of all 13 atoms, in Å:
C: 0.44837 0.49736 0.08064  0.616
C: -1.16189 -1.09966 -0.17287  -0.589
C: -1.72584 0.35230 -0.15599  -0.109
C: -0.69998 1.27033 0.14961  -0.331
H: 3.89782 0.45301 -0.07207  0.147
H: 0.88902 -1.40939 1.07251  0.373
H: -1.39219 -1.72701 -0.98841  0.269
H: -1.52467 -1.74054 0.63567  0.251
H: -2.75245 1.02532 -0.39505  0.236
H: -0.57012 2.36808 -0.00979  0.349
N: 1.59761 1.10446 -0.11366  -0.563
N: 0.24427 -0.85650 0.08048  -0.461
S: 2.75007 -0.23777 -0.11106  -0.187

Properties
**E_HOMO**: -7.97 eV
**Orbital gap**: 8.524 eV
**Charge**: 0
**Spin multiplicity**: 1


Name the least stable of them. A.


--- A ---
This record from the OMol25 dataset describes an isolated molecule of C4H6N2S. The level of theory is ωB97M-V with the def2-TZVPD basis set.

Each line ends with the Mulliken charge.
Positions of all 13 atoms, in Å:
C: -0.71325 -0.09652 1.58139  -0.647
C: -0.42374 -0.09943 0.36394  0.331
C: -1.02179 0.50667 -0.80370  -0.283
N: -0.08098 0.85709 -1.73305  -0.431
C: 0.89509 -0.09322 -1.50755  -0.075
N: 0.67475 -0.91200 -0.35187  -0.190
S: 2.01281 -1.31750 0.77104  -0.174
H: -0.36303 -0.92401 2.28449  0.268
H: -1.68096 0.45633 1.92177  0.233
H: -1.73442 1.52701 -0.44878  0.274
H: -1.85614 -0.15954 -1.12464  0.204
H: 1.87989 0.10930 -2.01150  0.311
H: 2.41176 0.14580 1.05846  0.179

Properties
**E_HOMO**: -9.13 eV
**SMILES**: C=C1CN=CN1S
**Orbital gap**: 9.479 eV
**Charge**: 0
**Spin multiplicity**: 1


--- B ---
This record from the OMol25 dataset describes a structure of composition C4H6N2S. The level of theory is ωB97M-V with the def2-TZVPD basis set.

Each line ends with the Mulliken charge.
Positions of all 13 atoms, in Å:
C: 0.01129 0.77361 0.27688  -0.163
C: -0.95276 -0.24114 0.87158  -0.631
C: 0.56148 -0.48007 -0.48729  0.202
C: 0.05330 -0.54009 -1.86867  0.039
H: 1.75923 2.38747 0.72824  0.141
H: -0.46684 1.57338 -0.32937  0.363
H: -1.87283 -0.12219 0.26357  0.271
H: -1.13540 -0.12555 1.96740  0.328
H: -0.51881 -2.21374 0.14153  0.274
H: 1.67078 -0.51352 -0.55516  0.347
N: -0.10738 -1.37261 0.50589  -0.504
N: -0.26763 -0.49134 -2.96029  -0.418
S: 1.26557 1.36579 1.44569  -0.250

Properties
**E_HOMO**: -9.50 eV
**Orbital gap**: 10.151 eV
**Charge**: 0
**Spin multiplicity**: 1


Name the least stable of them. A.


--- A ---
This record from the OMol25 dataset describes an isolated molecule of C4H6N2S. The level of theory is ωB97M-V with the def2-TZVPD basis set.

Each line ends with the Mulliken charge.
Positions of all 13 atoms, in Å:
C: -1.87182 -0.84949 -0.21235  -0.906
N: -0.66987 -0.15737 -0.55536  0.118
C: -0.26939 0.28537 -1.81741  -0.341
C: 0.96553 0.83208 -1.72672  -0.380
N: 1.27464 0.72707 -0.32149  -0.079
C: 0.25825 0.12688 0.37599  0.104
S: 0.29793 -0.36949 1.98075  -0.444
H: -1.85633 -1.90978 -0.43405  0.291
H: -2.71897 -0.35810 -0.64536  0.366
H: -1.92042 -0.71906 0.86791  0.293
H: -0.86699 0.19084 -2.70125  0.411
H: 1.70939 1.25720 -2.40341  0.366
H: 2.15766 1.09373 0.04498  0.201

Properties
**E_HOMO**: -7.64 eV
**SMILES**: Cn1cc[nH]c1=S
**Orbital gap**: 8.426 eV
**Charge**: 0
**Spin multiplicity**: 1


--- B ---
This record from the OMol25 dataset describes an isolated molecule of C4H6N2S. The level of theory is ωB97M-V with the def2-TZVPD basis set.

Each line ends with the Mulliken charge.
Positions of all 13 atoms, in Å:
C: -1.58366 2.24272 -0.23893  0.545
C: 0.42939 0.04269 1.18757  -0.413
C: -0.62836 -0.79388 -0.85283  -0.491
C: -0.36522 2.00330 -0.89259  -0.924
N: -2.54784 2.48669 0.32279  -0.490
N: 0.42023 -0.72683 0.11461  -0.052
S: -0.41886 0.65284 -2.04021  -0.100
H: 1.29534 0.07606 1.81039  0.284
H: -0.45963 0.60000 1.28658  0.341
H: -0.50621 -1.45141 -1.71899  0.284
H: -1.72782 -0.87156 -0.51705  0.297
H: 0.41947 2.67761 -0.78774  0.444
H: 1.29595 -1.28517 0.04059  0.276

Properties
**E_HOMO (alpha / beta)**: -7.26 / -7.14 eV
**Orbital gap (alpha / beta)**: 6.716 / 6.430 eV
**Charge**: 0
**Spin multiplicity**: 1


Name the least stable of them. B.


--- A ---
This record from the OMol25 dataset describes an isolated molecule of C9H6O3. The level of theory is ωB97M-V with the def2-TZVPD basis set.

Each line ends with the Mulliken charge.
Positions of all 18 atoms, in Å:
O: 2.76010 -1.30867 0.36391  -0.594
C: 1.71488 -0.84954 0.03613  0.553
O: 0.54323 -1.41586 -0.19074  -0.402
C: -0.59968 -0.61782 -0.10690  0.144
C: -1.80616 -1.34233 -0.14793  -0.163
C: -3.08673 -0.72980 0.05087  -0.574
C: -3.02348 0.62345 0.06049  -0.472
C: -1.87157 1.40615 0.16681  -0.616
C: -0.62922 0.84897 -0.02563  1.008
C: 0.64153 1.56496 -0.10022  -0.924
C: 1.62647 0.65228 -0.02788  0.492
O: 2.86344 1.20250 -0.13122  -0.578
H: -1.57752 -2.47871 -0.18082  0.258
H: -4.06211 -1.21708 -0.00290  0.364
H: -4.00296 1.03891 0.33354  0.286
H: -1.79601 2.47242 0.28046  0.377
H: 0.80056 2.57965 -0.05839  0.485
H: 3.50772 0.44314 -0.14191  0.357

Properties
**E_HOMO**: -8.51 eV
**SMILES**: O=c1oc2ccccc2cc1O
**Orbital gap**: 8.653 eV
**Charge**: 0
**Spin multiplicity**: 1


--- B ---
This record from the OMol25 dataset describes a structure of composition C9H6O3. The level of theory is ωB97M-V with the def2-TZVPD basis set.

Each line ends with the Mulliken charge.
Positions of all 18 atoms, in Å:
C: 3.28889 -0.06271 -0.05854  0.344
C: 1.84429 -0.23228 -0.05805  0.290
C: 1.04413 -1.20908 0.02708  -1.068
C: -0.31402 -0.78923 -0.08734  0.718
C: -1.65580 -1.40242 0.04485  -0.538
C: -2.75576 -0.54871 0.01873  -0.451
C: -2.55771 0.76740 -0.06527  -0.068
C: -1.40203 1.43373 -0.08486  -0.716
C: -0.17799 0.59124 -0.01831  0.442
H: 2.69125 1.76121 0.13003  0.530
H: 1.31470 -2.03322 0.06041  1.065
H: -1.62502 -2.43846 -0.02761  0.427
H: -3.88326 -0.97387 0.01680  0.220
H: -3.43687 1.36237 0.06977  0.335
H: -1.25523 2.68540 0.11301  0.164
O: 3.76348 1.13893 0.08103  -0.566
O: 4.04352 -1.01214 -0.07322  -0.583
O: 1.07345 0.96184 -0.08847  -0.544

Properties
**E_HOMO**: -9.47 eV
**Orbital gap**: 9.470 eV
**Charge**: 0
**Spin multiplicity**: 1


Name the least stable of them. B.